Molecular formula: CH20Na3O13
Method: DFT, wB97M-V/def2-TZVPD

## Properties
DFT total energy: -1514.7072 hartree
frontier orbital gap: 2.58 eV
HOMO level: -0.26734 Eh

```
! wB97M-V def2-TZVPD RIJCOSX def2/J DEFGRID3
* xyz 1 1
Na -3.075 1.218 -5.255
Na -4.198 4.133 0.359
Na -0.695 4.041 5.015
O -3.702 -4.037 0.374
O 1.812 3.162 -5.016
O 1.322 5.508 1.631
O 2.827 -1.098 3.836
O 1.323 -4.566 0.486
O 5.011 1.910 0.533
O -1.810 0.449 -0.672
O -0.587 1.193 0.825
O -1.273 -0.611 5.851
O 5.190 -1.761 -2.359
O -1.016 -2.598 -4.293
O 0.319 0.322 -0.878
O -7.335 0.058 -0.814
C -0.678 0.652 -0.261
H -3.339 -3.169 0.197
H 4.275 1.305 0.447
H 2.302 -1.701 4.362
H -1.480 -3.226 -3.739
H 5.664 -1.227 -1.722
H 1.861 -5.000 -0.176
H 2.357 2.739 -5.678
H 0.899 4.656 1.524
H -7.572 -0.409 -0.012
H -2.174 -0.481 6.145
H -3.067 -4.644 -0.005
H -0.488 -2.084 -3.683
H -1.301 -0.440 4.910
H 4.302 -1.401 -2.360
H 0.610 6.142 1.542
H -6.423 -0.185 -0.972
H 1.917 2.619 -4.235
H 4.614 2.780 0.482
H 1.422 -3.632 0.300
H 2.186 -0.617 3.312
*
```

Results of the natural (NBO) charge analysis, in e, for atoms 1 through 8:
1. Na 0.938
2. Na 0.542
3. Na 0.801
4. O -0.943
5. O -0.948
6. O -0.934
7. O -0.937
8. O -0.941